[1]
{
  "formula": "C5H7F3O",
  "method": "the ωB97M-V functional and the def2-TZVPD basis",
  "homo_ev": -9.50,
  "orbital_gap_ha": 0.382,
  "lumo_energy_ev": 0.90,
  "relative_energy_kcal_mol": 42.3,
  "species": ["C", "C", "C", "C", "C", "O", "F", "F", "F", "H", "H", "H", "H", "H", "H", "H"],
  "positions_angstrom": [[1.638, 2.025, -0.213], [0.675, 1.271, -0.655], [-1.100, -1.657, -0.295], [-2.414, 0.377, 0.647], [-1.353, -0.149, -0.296], [-0.193, 0.641, 0.290], [-2.746, 1.675, 0.381], [-3.594, -0.399, 0.549], [-1.645, 0.298, -1.512], [2.283, 2.516, -0.868], [1.494, 2.273, 0.866], [0.759, 1.036, -1.689], [-0.720, -1.944, -1.258], [-1.881, -2.346, -0.084], [-0.434, -1.789, 0.516], [-2.091, 0.377, 1.751]],
  "atomic_forces_ev_per_a": [[-1.438, 0.721, 3.072], [-0.309, -1.545, 0.968], [0.272, 1.207, 0.001], [-1.583, -0.202, 2.528], [0.902, 0.945, 1.753], [-0.352, -0.658, -2.989], [0.146, -0.889, -0.327], [1.356, 0.966, -0.086], [-0.018, 0.269, -1.231], [1.065, 0.624, -0.671], [0.992, 0.088, -0.858], [-1.189, -0.828, -0.734], [0.674, -0.015, -0.249], [-1.415, 0.158, 0.088], [1.253, -0.453, 0.478], [-0.356, -0.389, -1.744]]
}

=====

[2]
{
  "formula": "C5H7F3O2P",
  "method": "the ωB97M-V functional and the def2-TZVPD basis",
  "homo_ev": [-5.10, -5.10],
  "orbital_gap_ha": [0.316, 0.316],
  "lumo_energy_ev": [3.51, 3.51],
  "relative_energy_kcal_mol": 48.3,
  "total_charge": -1,
  "species": ["C", "C", "C", "C", "C", "O", "O", "F", "F", "F", "P", "H", "H", "H", "H", "H", "H", "H"],
  "positions_angstrom": [[0.034, -1.796, 0.749], [0.476, -0.749, 0.158], [1.747, 1.448, 0.838], [-1.161, 0.306, -1.208], [-2.367, -0.031, -0.424], [3.169, -0.910, 0.268], [2.026, 0.340, -1.714], [-2.259, 0.046, 0.921], [-2.844, -1.275, -0.664], [-3.515, 0.806, -0.564], [2.097, -0.035, -0.284], [0.796, -2.273, 1.366], [-0.992, -2.235, 0.979], [1.590, 1.066, 1.861], [2.445, 2.178, 0.616], [0.786, 1.799, 0.311], [-1.256, 0.061, -2.263], [-0.772, 1.253, -0.946]],
  "atomic_forces_ev_per_a": [[-1.518, -1.984, 2.250], [-2.156, 0.851, -3.361], [-2.368, -2.029, -1.949], [0.778, -1.807, 2.276], [-1.442, 0.502, 0.815], [-0.158, -0.132, 0.239], [0.064, 0.313, -0.375], [0.906, -0.064, 0.282], [0.125, -0.005, -0.409], [0.789, -0.353, -1.049], [-0.139, 1.079, 1.006], [0.246, -0.146, -0.091], [1.281, 1.007, -0.974], [0.229, 0.696, -0.450], [1.677, 1.573, 0.360], [1.115, -0.333, 1.325], [0.414, -0.132, 0.264], [0.159, 0.960, -0.159]]
}

=====

[3]
{
  "formula": "C5H7FN2",
  "method": "the ωB97M-V functional and the def2-TZVPD basis",
  "homo_ev": -9.61,
  "orbital_gap_ha": 0.391,
  "lumo_energy_ev": 1.02,
  "relative_energy_kcal_mol": 11.2,
  "species": ["C", "C", "C", "C", "C", "N", "N", "F", "H", "H", "H", "H", "H", "H", "H"],
  "positions_angstrom": [[-0.081, 2.486, 0.583], [1.098, 1.801, 0.923], [-0.939, 1.503, 0.163], [0.326, -1.966, -0.316], [-0.781, -0.975, -0.018], [0.968, 0.509, 0.727], [-0.269, 0.328, 0.259], [-1.500, -1.412, 1.087], [-0.266, 3.539, 0.636], [2.020, 2.201, 1.294], [-1.950, 1.544, -0.187], [1.049, -1.945, 0.495], [-0.095, -2.963, -0.408], [0.823, -1.690, -1.242], [-1.519, -0.910, -0.830]],
  "atomic_forces_ev_per_a": [[-0.223, -0.044, -0.062], [-0.221, -0.018, -0.066], [0.109, 0.176, 0.029], [-0.246, 0.171, 0.157], [0.004, -0.472, -0.295], [0.615, -0.474, 0.187], [-0.182, 0.457, -0.170], [-0.066, -0.098, 0.229], [-0.090, 0.196, -0.010], [0.205, 0.042, 0.076], [-0.213, -0.016, -0.078], [0.025, -0.035, -0.030], [-0.084, -0.019, -0.048], [0.083, 0.005, -0.079], [0.284, 0.131, 0.160]]
}

=====

[4]
{
  "formula": "C5H7FN2O2",
  "method": "the ωB97M-V functional and the def2-TZVPD basis",
  "homo_ev": [-8.79, -8.07],
  "orbital_gap_ha": [0.313, 0.281],
  "lumo_energy_ev": [-0.26, -0.43],
  "relative_energy_kcal_mol": 87.2,
  "species": ["C", "C", "C", "C", "C", "N", "N", "O", "O", "F", "H", "H", "H", "H", "H", "H", "H"],
  "positions_angstrom": [[1.145, -0.763, -0.889], [0.417, -3.037, -0.664], [-0.205, -0.320, -0.479], [-0.599, 1.128, -0.896], [-0.362, -0.471, 1.129], [1.392, -2.180, -0.754], [-1.218, -1.231, -0.769], [2.077, -0.063, -1.120], [-0.049, -4.110, -0.716], [-1.613, -1.194, -2.139], [-1.669, 1.204, -0.607], [-0.526, 1.318, -1.959], [-0.085, 1.842, -0.283], [-1.118, 0.131, 1.428], [0.531, -0.314, 1.661], [-0.753, -1.497, 1.378], [2.393, -2.418, -1.025]],
  "atomic_forces_ev_per_a": [[0.990, 0.452, 0.862], [-3.220, 0.713, -0.700], [-1.425, 1.211, 1.555], [-0.847, -0.959, 0.646], [1.249, -2.953, -2.068], [1.891, -0.391, -0.825], [-0.591, -3.488, -0.070], [0.457, 0.235, -0.541], [1.259, 0.728, 0.309], [0.726, 0.401, -0.285], [0.570, -0.033, -0.314], [0.279, 0.014, -0.071], [0.564, 0.453, -0.047], [-2.113, 2.318, 0.817], [1.212, 0.462, 0.654], [0.686, 0.772, -0.512], [-1.687, 0.064, 0.589]]
}

=====

[5]
{
  "formula": "C5H7FNO2",
  "method": "the ωB97M-V functional and the def2-TZVPD basis",
  "homo_ev": -13.16,
  "orbital_gap_ha": 0.318,
  "lumo_energy_ev": -4.51,
  "total_charge": 1,
  "species": ["C", "C", "C", "C", "C", "N", "O", "O", "F", "H", "H", "H", "H", "H", "H", "H"],
  "positions_angstrom": [[0.864, -0.803, -0.123], [-0.129, -1.752, -0.146], [-2.109, -0.487, 0.413], [-2.404, 0.404, -0.554], [0.787, 0.566, 0.193], [2.417, 1.247, 0.060], [-1.374, -1.641, 0.194], [-0.018, 1.209, 0.730], [-3.223, 1.435, -0.364], [1.873, -1.228, -0.271], [0.126, -2.763, -0.288], [-2.583, -0.524, 1.364], [3.207, 0.845, -0.527], [2.727, 1.101, 1.117], [2.151, 2.252, -0.193], [-2.313, 0.140, -1.605]],
  "atomic_forces_ev_per_a": [[1.393, -1.307, -0.991], [0.121, 2.075, 1.221], [-0.739, 1.383, -1.148], [-0.685, -2.091, 0.139], [0.403, -1.811, 0.672], [-0.052, 0.357, 1.880], [-0.642, -0.538, -0.709], [0.622, 1.739, -0.159], [0.367, -0.166, 0.424], [-0.765, 0.420, -0.276], [0.362, -1.085, -0.382], [-0.009, 0.382, 0.770], [-1.584, 0.673, 0.544], [-0.679, 1.086, -2.758], [1.170, -1.550, 0.741], [0.717, 0.432, 0.032]]
}

=====

[6]
{
  "formula": "C5H7FO",
  "method": "the ωB97M-V functional and the def2-TZVPD basis",
  "homo_ev": -9.55,
  "orbital_gap_ha": 0.387,
  "lumo_energy_ev": 0.97,
  "relative_energy_kcal_mol": 62.3,
  "species": ["C", "C", "C", "C", "C", "H", "H", "H", "H", "H", "H", "H", "O", "F"],
  "positions_angstrom": [[-1.313, -0.539, -1.004], [-0.385, 0.632, -1.262], [0.484, 0.917, -0.051], [0.544, 0.049, 1.076], [1.590, -0.436, 1.648], [-1.313, -1.072, 0.008], [-2.487, -0.415, -1.180], [-1.021, -1.240, -1.779], [0.070, 0.956, -2.157], [1.280, 1.519, -0.365], [2.516, -0.351, 1.301], [1.392, -1.361, 2.352], [-0.700, 1.664, -0.265], [-0.657, -0.323, 1.679]],
  "atomic_forces_ev_per_a": [[-2.462, -1.381, -1.212], [-1.261, -0.354, 5.096], [-2.234, 0.972, -2.272], [-1.764, -0.439, 1.735], [-2.104, -4.234, 3.108], [0.585, 1.156, -1.737], [2.580, 0.504, 0.084], [-0.146, -0.749, 0.003], [-0.287, 0.171, -1.253], [1.853, 0.337, 0.474], [3.698, 0.763, -1.343], [0.523, 2.344, -1.057], [0.234, 0.118, -0.963], [0.783, 0.792, -0.664]]
}

=====

[7]
{
  "formula": "C5H7FO",
  "method": "the ωB97M-V functional and the def2-TZVPD basis",
  "homo_ev": [-6.30, -9.74],
  "orbital_gap_ha": [0.267, 0.309],
  "lumo_energy_ev": [0.97, -1.33],
  "relative_energy_kcal_mol": 45.2,
  "multiplicity": 3,
  "species": ["C", "C", "C", "C", "C", "O", "F", "H", "H", "H", "H", "H", "H", "H"],
  "positions_angstrom": [[1.066, 1.086, -0.956], [1.719, 0.266, -0.179], [1.042, -0.967, 0.406], [-0.914, -0.198, -0.596], [-1.799, 0.435, 0.413], [-0.105, -1.238, -0.286], [2.932, 0.522, 0.411], [1.020, 1.804, -1.615], [1.664, -1.888, 0.250], [1.083, -0.894, 1.515], [-1.520, -0.549, -1.463], [-2.394, -0.469, 0.688], [-2.511, 1.221, 0.151], [-1.282, 0.870, 1.262]],
  "atomic_forces_ev_per_a": [[2.763, -3.278, 2.984], [-0.901, -0.068, 0.531], [3.507, -0.604, 0.387], [-3.664, -0.766, -1.954], [-0.177, -0.769, 1.082], [-0.957, -0.003, 0.214], [-0.233, 0.032, -0.217], [-0.348, 3.604, -3.098], [-0.100, 0.862, -0.088], [-1.035, 0.295, -0.355], [0.652, 0.539, 0.264], [-0.055, 0.786, 0.727], [0.298, -0.277, -0.906], [0.250, -0.352, 0.430]]
}

=====

[8]
{
  "formula": "C5H7FO2",
  "method": "the ωB97M-V functional and the def2-TZVPD basis",
  "homo_ev": -10.07,
  "orbital_gap_ha": 0.376,
  "lumo_energy_ev": 0.18,
  "relative_energy_kcal_mol": 66.9,
  "species": ["C", "C", "C", "C", "C", "H", "H", "H", "H", "H", "H", "H", "O", "O", "F"],
  "positions_angstrom": [[-2.218, -0.782, 0.457], [-0.736, -0.453, 0.702], [0.663, 0.553, -0.483], [2.107, 1.044, -0.405], [0.277, -0.852, -0.337], [-2.520, -0.400, -0.452], [-2.819, -0.461, 1.445], [-2.508, -1.833, 0.276], [-0.212, -0.646, 1.644], [0.243, 0.951, -1.499], [2.788, 0.899, -1.300], [2.928, 0.586, 0.557], [-0.193, 0.927, 0.594], [0.257, -2.004, -0.916], [1.943, 2.472, -0.282]],
  "atomic_forces_ev_per_a": [[-0.077, -0.378, 4.225], [1.621, -0.289, 0.653], [1.069, 1.619, -2.023], [2.933, 0.629, 1.883], [-2.968, -7.094, -2.443], [-0.891, 1.848, -1.615], [0.999, -0.335, -2.667], [1.102, 0.042, 0.658], [-1.235, -1.186, 0.496], [0.649, -0.624, 1.519], [-1.428, -0.124, 0.708], [-3.143, 1.513, -2.519], [-0.606, 0.642, -1.035], [1.367, 5.404, 2.035], [0.607, -1.668, 0.125]]
}

=====

[9]
{
  "formula": "C5H7FOS",
  "method": "the ωB97M-V functional and the def2-TZVPD basis",
  "homo_ev": -8.63,
  "orbital_gap_ha": 0.345,
  "lumo_energy_ev": 0.76,
  "relative_energy_kcal_mol": 56.4,
  "species": ["C", "C", "C", "C", "C", "H", "H", "H", "H", "H", "H", "H", "O", "F", "S"],
  "positions_angstrom": [[-0.464, 0.694, 0.075], [0.494, 1.246, -0.962], [1.806, 0.454, -0.615], [-0.328, -0.799, -0.119], [-1.635, -0.228, 0.318], [-0.490, 1.906, 1.579], [0.188, 1.016, -1.968], [0.681, 2.301, -0.857], [2.371, 0.198, -1.497], [2.463, 1.017, 0.047], [-0.471, -1.022, -1.185], [-2.005, -0.230, 1.356], [-0.015, 1.075, 1.370], [-2.652, -0.418, -0.578], [1.375, -1.139, 0.287]],
  "atomic_forces_ev_per_a": [[0.144, 0.112, 0.069], [0.166, -0.563, 0.417], [0.113, -0.047, 0.390], [0.155, -0.414, -0.355], [-0.584, -0.018, 0.372], [0.392, -0.647, -0.095], [-0.229, 0.026, -0.367], [-0.020, 0.478, -0.020], [0.095, -0.035, -0.374], [-0.126, 0.041, 0.006], [-0.068, 0.177, 0.330], [0.246, 0.036, -0.650], [-0.373, 0.722, 0.076], [0.222, 0.008, 0.161], [-0.132, 0.123, 0.040]]
}

=====

[10]
{
  "formula": "C5H7FS",
  "method": "the ωB97M-V functional and the def2-TZVPD basis",
  "homo_ev": -8.49,
  "orbital_gap_ha": 0.342,
  "lumo_energy_ev": 0.82,
  "relative_energy_kcal_mol": 10.5,
  "species": ["C", "C", "C", "C", "C", "F", "S", "H", "H", "H", "H", "H", "H", "H"],
  "positions_angstrom": [[-0.826, -0.958, -0.452], [-1.061, -1.492, 0.737], [-0.297, 0.833, 1.074], [-0.115, 0.355, -0.332], [1.318, 0.283, -0.827], [-0.768, 1.297, -1.190], [-0.467, -0.690, 2.136], [-0.960, -1.201, -1.525], [-1.507, -2.435, 0.897], [0.597, 1.502, 1.378], [-1.225, 1.498, 1.300], [1.799, 1.286, -0.987], [1.402, -0.005, -1.889], [2.110, -0.270, -0.319]],
  "atomic_forces_ev_per_a": [[0.431, 1.110, -0.925], [-0.053, -0.873, -0.983], [0.578, 2.444, 2.460], [-0.131, 0.360, -0.822], [1.682, 1.568, -1.745], [0.311, -0.332, 0.275], [0.273, 1.363, -0.127], [-0.445, -0.704, 1.185], [-0.476, -0.951, 0.077], [-1.339, -1.315, -0.217], [1.405, -1.371, -0.984], [-0.817, -0.277, 0.855], [-0.686, -0.634, 0.368], [-0.732, -0.388, 0.582]]
}

=====

- Number 4 is which compound?
  C5H7FN2O2